## P
Below is an isolated ion of composition C4H11NO and charge +1, with properties calculated with ωB97M-V with the def2-TZVPD basis set.

Values from the calculation:
- expectation value of S² = 0.755
- 2S+1 = 2
- total charge = +1

Geometry (Å):
1 C 2.40 0.28 0.01
2 N 0.32 -0.98 0.93
3 H -0.01 1.17 0.99
4 H 1.24 -0.26 -1.49
5 C 1.17 0.55 -0.75
6 H -3.07 -0.94 -0.31
7 H -0.11 -1.85 0.51
8 O -2.49 -0.32 0.19
9 H -0.21 -0.80 1.78
10 H 2.73 0.70 1.01
11 C -1.40 0.28 -0.50
12 H 1.16 1.46 -1.32
13 C 0.00 0.35 0.21
14 H -1.67 1.32 -0.81
15 H -1.23 -0.11 -1.50
16 H 3.23 0.81 -0.66
17 H 2.61 -0.84 -0.10

***

## Q
Below is an isolated ion of composition C4H11NO and charge +1, with properties calculated with ωB97M-V with the def2-TZVPD basis set.

Values from the calculation:
- expectation value of S² = 0.755
- 2S+1 = 2
- total charge = +1

Geometry (Å):
1 H 0.86 -0.95 0.90
2 C -0.01 1.08 0.37
3 H -0.43 1.01 -1.91
4 N 1.03 -0.45 -1.44
5 C -0.33 0.35 -1.03
6 H 0.60 2.00 0.13
7 H -0.95 1.68 0.86
8 H -1.90 -1.09 -1.76
9 H -0.95 -1.71 -0.24
10 H -2.15 -0.51 -0.17
11 H -0.64 -0.57 1.58
12 O 1.01 0.51 2.32
13 H 1.69 0.06 -1.98
14 C -1.40 -0.73 -0.79
15 H 1.86 0.25 2.46
16 H 1.38 -0.87 -0.62
17 C 0.32 -0.05 1.33

***

## R
Below is a 2-piece molecular cluster, C4H11NO overall, with properties calculated with ωB97M-V with the def2-TZVPD basis set.

Values from the calculation:
- expectation value of S² = 0.754
- 2S+1 = 2
- total charge = +1

Geometry (Å):
1 H -1.35 1.15 2.20
2 C 1.07 1.06 -0.34
3 H 1.81 0.25 -2.09
4 H -1.76 -5.57 3.75
5 H 1.89 0.51 0.10
6 N 1.00 0.80 -1.79
7 C -0.26 0.77 0.36
8 H -2.99 -6.19 2.92
9 H 1.34 2.11 -0.30
10 H 0.28 1.78 2.11
11 H -0.04 2.59 -2.24
12 C 0.71 1.91 -2.65
13 H -0.86 0.10 -0.24
14 H 0.08 1.52 -3.47
15 H 1.61 2.35 -3.07
16 C -0.45 1.15 1.60
17 O -2.07 -6.27 3.17

***

Stability, lowest: Q

***

## P
Below is an isolated ion of composition C5H10N and charge +1, with properties calculated with ωB97M-V with the def2-TZVPD basis set.

Values from the calculation:
- expectation value of S² = 2.009
- 2S+1 = 3
- total charge = +1

Geometry (Å):
1 H 1.98 -2.11 1.22
2 H -0.96 -2.10 -0.20
3 N -1.13 0.26 0.11
4 H -0.75 2.39 -0.15
5 C 0.01 -1.69 0.15
6 C -1.51 1.68 -0.18
7 H 0.98 -3.51 0.73
8 H 1.24 1.66 -0.21
9 H -1.96 1.85 -1.23
10 C 0.99 -2.40 0.73
11 H -2.39 1.83 0.55
12 H -2.02 -0.32 0.20
13 C 1.26 0.48 -0.28
14 H 1.74 0.12 -1.22
15 H 2.16 0.12 0.33
16 C 0.04 -0.26 -0.06

***

## Q
Below is a 2-piece molecular cluster, C5H10N overall, with properties calculated with ωB97M-V with the def2-TZVPD basis set.

Values from the calculation:
- expectation value of S² = 2.014
- 2S+1 = 3
- total charge = +1

Geometry (Å):
1 H -1.43 -2.14 -2.13
2 C 0.70 3.36 2.50
3 H 1.17 2.77 3.30
4 C -0.32 -1.80 -2.17
5 H -1.61 -0.22 -0.55
6 H 0.58 4.35 2.82
7 H -0.73 -2.47 0.39
8 H 1.12 -0.84 -1.32
9 C -0.08 -1.53 0.43
10 H 0.21 2.36 0.47
11 N 0.18 -1.14 -1.00
12 H -0.39 -1.03 -2.83
13 C 0.32 2.81 1.44
14 C -0.65 -0.30 -0.07
15 H 0.69 -1.52 1.04
16 H 0.22 -2.65 -2.34

***

Stability, lowest: Q